# C2H3INO2

The ion C2H3INO2 with charge -1 (ωB97M-V with the def2-TZVPD basis set, OMol25).

The geometry in ORCA input format:
```
! RIJCOSX wB97M-V def2-TZVPD def2/J DEFGRID3
* xyz -1 1
O -2.279 -1.081 0.323
C -1.330 -0.648 -0.305
O -1.373 -0.134 -1.411
N -0.161 -0.602 0.413
C 0.907 0.712 -0.046
I 3.014 0.114 -0.057
H -0.257 -0.916 1.440
H 0.511 1.089 -1.025
H 0.969 1.465 0.668
*
```

Results
strongest force on any atom	0.114	Eh/bohr
HOMO energy	-3.9	eV
energy relative to the best compared isomer or geometry (same formula, charge and spin)	37.6	kcal/mol
SMILES string	O=C([O-])NCI
frontier orbital gap	0.246	Eh

---

# C6H13NO

An isolated molecule of C6H13NO (ωB97M-V with the def2-TZVPD basis set, OMol25).

The geometry in ORCA input format:
```
! RIJCOSX wB97M-V def2-TZVPD def2/J DEFGRID3
* xyz 0 1
C -0.466 -1.822 1.272
C 0.405 -0.624 0.850
C -0.190 0.553 1.770
C 0.123 -0.254 -0.639
C -1.201 0.363 -1.032
N 1.257 0.656 -0.957
C 1.446 1.303 -2.147
O 0.683 1.202 -3.078
H -0.654 -1.876 2.345
H -1.474 -1.707 0.865
H 0.012 -2.722 0.854
H 1.459 -0.757 0.936
H -1.264 0.418 1.871
H 0.045 1.497 1.312
H 0.107 0.553 2.810
H 0.332 -1.196 -1.216
H -1.253 0.419 -2.126
H -2.046 -0.198 -0.605
H -1.463 1.363 -0.726
H 1.756 0.944 -0.090
H 2.384 1.884 -2.269
*
```

Results
strongest force on any atom	0.086	Eh/bohr
HOMO energy	-9.7	eV
energy relative to the best compared isomer or geometry (same formula, charge and spin)	23.7	kcal/mol
SMILES string	CC(C)[C@@H](C)NC=O
frontier orbital gap	0.389	Eh

---

Q: Which value of strongest force on any atom does entry 2 give?
A: 0.086 Eh/bohr